1.
The following is a DFT calculation (the ωB97M-V functional and the def2-TZVPD basis) of a cluster of 3 separate species, CH2NO4S in total at a distorted geometry.

```
9
Properties=species:S:1:pos:R:3:forces:R:3:lowdin_charge:R:1
C 1.880 -0.754 1.473 0.5 0.1 -0.2 -0.627
N 1.320 0.195 2.121 -0.7 -0.5 0.4 -0.019
O 0.105 -2.631 3.960 0.7 0.8 -0.3 -0.490
O 2.410 -0.957 0.415 -0.3 -0.3 0.2 0.020
O 0.935 -0.134 3.437 0.2 -1.0 0.3 -0.411
O 2.080 -2.033 2.581 0.3 -0.1 -0.7 -0.407
S 1.338 -1.827 3.893 -1.1 0.8 0.2 0.809
H 3.635 -0.046 2.667 1.3 2.2 2.3 0.050
H 3.918 0.518 3.265 -0.9 -2.0 -2.1 0.074
```
Forces are in eV/Å.

Net charge: -1
Electronic energy in eV: -21583.3906
Highest occupied orbital energy in eV: -4.34
Energy relative to the best compared isomer or geometry (same formula, charge and spin) in kJ/mol: 318.5
Largest force on an atom in eV Å⁻¹: 3.40
M in Da: 124.1

2.
The following is a DFT calculation (the ωB97M-V functional and the def2-TZVPD basis) of a structure of composition C4H6O2Sn at a distorted geometry.

```
13
Properties=species:S:1:pos:R:3:forces:R:3:lowdin_charge:R:1
O -0.435 2.761 -0.491 0.8 0.6 -1.2 -0.468
C 0.014 1.627 -1.215 1.7 -0.5 -2.4 -0.398
C -0.273 0.323 -0.455 0.8 -0.6 -1.2 -0.482
O 0.954 -0.173 0.121 0.2 0.7 -0.6 -0.154
C 0.879 -1.229 0.937 -0.7 -1.3 -0.4 -0.271
C -0.263 -1.853 1.288 -0.2 0.7 -0.9 -0.009
Sn -1.282 1.663 0.802 -2.8 -0.3 4.2 1.201
H 1.101 1.701 -1.419 -0.4 0.1 0.0 0.123
H -0.498 1.577 -2.198 0.2 0.1 0.3 0.113
H -0.673 -0.453 -1.126 -0.1 0.3 0.3 0.112
H 1.852 -1.719 1.040 -0.1 0.7 0.8 0.123
H -0.200 -2.624 2.056 -0.3 0.0 -0.6 0.051
H -1.174 -1.602 0.661 0.9 -0.4 1.7 0.060
```
Forces are in eV/Å.

Net charge: 0
Electronic energy in eV: -14168.1544
Highest occupied orbital energy in eV: -8.14
Energy relative to the best compared isomer or geometry (same formula, charge and spin) in kJ/mol: 0.0
Largest force on an atom in eV Å⁻¹: 5.00
M in Da: 204.8

3.
The following is a DFT calculation (the ωB97M-V functional and the def2-TZVPD basis) of the molecule C4H8O2.

```
14
Properties=species:S:1:pos:R:3:forces:R:3:lowdin_charge:R:1
O 0.989 -0.348 -1.878 0.0 -0.3 0.0 -0.032
C 0.410 0.348 -0.794 -0.1 0.2 0.2 -0.354
C -1.010 -0.121 -0.423 -0.1 0.0 0.0 -0.104
C -0.996 -0.060 1.101 -0.3 0.0 0.0 -0.208
O 0.315 -0.465 1.450 0.0 -0.1 0.1 -0.133
C 1.178 0.200 0.544 0.2 0.1 -0.2 -0.147
H 0.991 -1.289 -1.654 0.0 0.1 -0.1 0.096
H 0.404 1.394 -1.114 0.0 -0.1 0.1 0.145
H -1.136 -1.162 -0.749 0.0 0.1 0.0 0.121
H -1.795 0.481 -0.890 0.1 -0.1 0.1 0.117
H -1.702 -0.737 1.587 0.1 0.1 -0.1 0.123
H -1.192 0.967 1.456 0.0 -0.1 0.0 0.124
H 1.459 1.187 0.944 -0.1 -0.1 0.0 0.124
H 2.087 -0.396 0.422 -0.1 0.1 0.0 0.128
```
Forces are in eV/Å.

Net charge: 0
SMILES: O[C@H]1CCOC1
Electronic energy in eV: -8372.0442
Highest occupied orbital energy in eV: -9.73
Energy relative to the best compared isomer or geometry (same formula, charge and spin) in kJ/mol: 119.4
Largest force on an atom in eV Å⁻¹: 0.33
M in Da: 88.1

4.
The following is a DFT calculation (the ωB97M-V functional and the def2-TZVPD basis) of a cluster of 4 separate species, H8O4 in total.

```
12
Properties=species:S:1:pos:R:3:forces:R:3:lowdin_charge:R:1
O 2.415 -0.194 1.200 0.3 -0.2 0.3 -0.057
H 1.930 -0.218 0.375 -0.2 -0.1 -0.4 -0.016
H 2.051 0.555 1.671 -0.1 0.2 0.0 0.021
O 0.828 -0.806 -1.678 0.3 -0.8 -0.2 -0.059
H 0.301 -0.198 -1.160 -0.2 0.6 0.1 -0.036
H 1.269 -0.252 -2.322 0.1 0.1 -0.1 0.040
O -0.183 1.136 -0.073 0.6 0.4 0.0 -0.050
H -0.820 0.553 0.341 -0.7 -0.4 0.4 -0.003
H -0.635 1.977 -0.138 0.0 0.2 -0.1 0.063
O -2.309 -0.475 0.521 0.0 0.1 0.0 -0.027
H -2.635 -0.856 1.336 -0.1 0.0 0.3 0.061
H -2.213 -1.221 -0.071 0.1 -0.2 -0.3 0.062
```
Forces are in eV/Å.

Net charge: 0
SMILES: O.O.O.O
Electronic energy in eV: -8320.0282
Highest occupied orbital energy in eV: -10.83
Energy relative to the best compared isomer or geometry (same formula, charge and spin) in kJ/mol: 62.5
Largest force on an atom in eV Å⁻¹: 0.87
M in Da: 72.1

5.
The following is a DFT calculation (the ωB97M-V functional and the def2-TZVPD basis) of a cluster of 2 separate species, C5H7N2O3S in total at a distorted geometry.

```
18
Properties=species:S:1:pos:R:3:forces:R:3:lowdin_charge:R:1
C 1.901 1.793 0.579 -0.5 0.8 -0.1 -0.176
C 0.684 1.144 0.823 3.1 0.9 -0.9 -0.071
C 1.710 0.368 -0.996 -0.7 -0.1 -0.2 -0.183
C -0.419 -1.978 0.434 -1.6 -1.1 1.2 -0.112
C -0.518 -0.659 -0.322 0.2 -2.6 -5.5 -0.434
N 2.505 1.327 -0.562 -0.8 -1.0 -0.2 0.009
N 0.591 0.190 -0.167 1.9 1.5 0.2 -0.119
O -1.975 0.652 1.244 -0.6 0.3 1.3 -0.359
O -1.809 1.384 -1.076 -0.6 -0.2 0.4 -0.356
O -3.089 -0.636 -0.482 -1.0 -0.6 -0.3 -0.350
S -2.049 0.286 -0.146 1.4 0.4 -1.5 0.352
H 2.328 2.750 0.951 -0.7 -1.1 0.4 0.089
H -0.056 1.402 1.528 -0.6 -0.3 0.4 0.086
H 1.788 -0.111 -2.008 -0.2 0.2 1.4 0.118
H -0.389 -1.632 1.522 0.2 -0.9 -1.1 0.089
H -1.388 -2.724 0.337 2.4 2.2 0.0 0.127
H 0.497 -2.554 0.131 -0.8 0.7 0.5 0.069
H -0.310 -1.004 -1.790 -1.1 0.9 4.1 0.220
```
Forces are in eV/Å.

Net charge: -1
Electronic energy in eV: -25256.4282
Highest occupied orbital energy in eV: -5.22
Energy relative to the best compared isomer or geometry (same formula, charge and spin) in kJ/mol: 152.7
Largest force on an atom in eV Å⁻¹: 6.13
M in Da: 175.2

6.
The following is a DFT calculation (the ωB97M-V functional and the def2-TZVPD basis) of a structure of composition C40H33N5P2PdSe2 at a distorted geometry.

```
83
Properties=species:S:1:pos:R:3:forces:R:3:lowdin_charge:R:1
Pd -0.002 -0.040 -0.023 -1.1 1.9 0.4 0.575
N -1.168 1.552 1.390 0.8 -0.5 -0.9 0.072
C -2.513 1.113 1.323 -0.8 0.0 -0.1 -0.277
C -3.178 0.771 2.494 0.2 0.0 -0.1 -0.036
C -4.493 0.344 2.462 -0.1 0.0 -0.1 -0.086
C -5.154 0.258 1.248 -0.1 0.0 0.1 -0.082
C -4.491 0.591 0.082 0.1 0.0 0.1 -0.031
C -3.171 1.030 0.087 0.0 -0.1 0.4 -0.151
C -2.525 1.338 -1.206 0.3 -0.1 0.2 -0.210
C -3.276 1.997 -2.183 0.1 0.0 0.1 -0.050
C -2.777 2.180 -3.457 -0.1 0.0 -0.2 -0.091
C -1.528 1.683 -3.786 0.1 0.0 0.1 -0.090
C -0.758 1.054 -2.814 0.2 0.0 -0.1 -0.116
C -1.232 0.911 -1.519 1.3 -1.2 0.7 -0.116
H -0.840 1.594 2.353 0.1 0.0 -0.4 0.081
H -1.023 2.443 0.913 0.0 -0.3 0.2 0.115
H -2.654 0.838 3.439 0.0 0.0 0.1 0.110
H -4.996 0.083 3.380 0.0 0.0 0.1 0.102
H -6.182 -0.073 1.207 0.0 0.0 0.0 0.102
H -4.989 0.487 -0.870 -0.1 0.0 -0.1 0.114
H -4.261 2.361 -1.925 0.0 0.0 0.0 0.111
H -3.375 2.687 -4.200 0.0 0.0 0.0 0.101
H -1.160 1.779 -4.799 0.1 0.0 0.0 0.102
H 0.206 0.639 -3.099 -0.1 0.0 0.1 0.086
Se 5.147 -3.124 -4.308 0.2 0.0 -0.1 0.277
P 5.074 -2.208 -2.431 0.6 -0.2 -0.1 0.492
C 6.060 -0.669 -2.404 -0.3 -0.2 0.0 -0.347
C 5.456 0.566 -2.194 -0.1 -0.1 0.0 -0.096
C 6.221 1.719 -2.179 0.1 0.1 0.0 -0.071
C 7.589 1.646 -2.380 0.0 0.1 0.0 -0.075
C 8.183 0.426 -2.657 0.1 0.0 0.0 -0.073
C 7.419 -0.725 -2.687 0.0 -0.1 0.1 -0.098
C 5.709 -3.334 -1.135 -0.2 0.1 -0.3 -0.337
C 7.033 -3.756 -1.186 0.0 0.1 0.0 -0.099
C 7.510 -4.664 -0.261 0.1 0.0 0.0 -0.078
C 6.661 -5.187 0.700 -0.1 -0.1 0.0 -0.089
C 5.326 -4.823 0.711 0.1 -0.1 0.0 -0.085
C 4.848 -3.903 -0.204 0.0 0.1 0.0 -0.085
C 3.421 -1.777 -1.903 0.0 0.2 0.5 -0.440
C 2.744 -1.243 -0.790 -0.1 -0.3 0.0 -0.403
N 1.433 -1.332 -1.118 -0.4 1.3 0.7 -0.139
N 1.310 -1.856 -2.305 -0.8 0.0 -0.5 -0.041
N 2.480 -2.133 -2.791 0.1 -0.3 -0.4 -0.010
P 3.033 -0.494 0.827 0.9 0.3 -0.3 0.612
Se 1.412 -0.706 2.192 -0.3 -0.2 -0.5 0.394
C 4.585 -1.163 1.497 -0.3 0.2 -0.1 -0.350
C 4.541 -2.032 2.579 -0.2 0.1 0.1 -0.113
C 5.709 -2.592 3.062 0.0 0.0 0.1 -0.078
C 6.922 -2.287 2.464 0.0 0.0 0.0 -0.069
C 6.968 -1.414 1.389 0.1 0.0 0.0 -0.056
C 5.804 -0.850 0.905 -0.1 0.1 0.1 -0.096
C 3.323 1.267 0.439 -0.1 -0.4 0.2 -0.351
C 4.372 1.989 0.992 -0.1 -0.1 0.0 -0.080
C 4.579 3.296 0.588 0.0 0.2 0.0 -0.081
C 3.735 3.881 -0.344 0.0 0.0 0.0 -0.086
C 2.652 3.178 -0.851 0.0 0.0 0.1 -0.064
C 2.439 1.874 -0.447 -0.3 -0.3 -0.4 -0.116
H 4.387 0.629 -2.039 0.0 0.0 0.0 0.093
H 5.749 2.674 -2.004 -0.1 0.1 0.0 0.095
H 8.189 2.542 -2.341 0.1 0.1 0.0 0.103
H 9.243 0.370 -2.856 0.1 0.0 0.0 0.105
H 7.873 -1.668 -2.951 0.0 0.0 0.0 0.085
H 7.691 -3.391 -1.959 0.0 0.0 0.0 0.085
H 8.545 -4.971 -0.298 0.1 0.0 0.0 0.105
H 7.035 -5.890 1.429 0.0 -0.1 0.1 0.104
H 4.654 -5.261 1.433 -0.1 0.0 0.1 0.109
H 3.801 -3.630 -0.189 0.0 0.0 0.0 0.100
H 3.586 -2.262 3.034 0.0 0.0 0.0 0.058
H 5.670 -3.276 3.898 0.0 0.0 0.0 0.110
H 7.835 -2.729 2.834 0.1 -0.1 0.0 0.110
H 7.909 -1.173 0.916 0.1 0.0 0.0 0.115
H 5.841 -0.169 0.069 0.1 0.0 0.0 0.085
H 5.023 1.525 1.719 0.1 0.0 0.0 0.108
H 5.406 3.858 0.995 0.1 0.1 0.0 0.108
H 3.917 4.892 -0.673 0.0 0.2 0.0 0.105
H 1.982 3.631 -1.565 -0.1 0.1 -0.1 0.110
H 1.567 1.312 -0.830 0.6 0.4 0.1 0.054
C -0.348 -4.174 -0.400 0.4 -0.5 -0.2 -0.053
C -0.900 -2.900 -0.043 -0.8 0.9 0.4 -0.266
N -1.331 -1.869 0.240 -0.5 -1.3 0.0 0.113
H 0.357 -4.491 0.370 0.0 0.0 0.0 0.089
H 0.178 -4.066 -1.349 0.0 -0.1 0.0 0.076
H -1.134 -4.919 -0.501 0.0 0.0 0.0 0.088
```
Forces are in eV/Å.

Net charge: 0
Electronic energy in eV: -202216.2661
Highest occupied orbital energy (alpha / beta) in eV: -7.41 / -7.41
Energy relative to the best compared isomer or geometry (same formula, charge and spin) in kJ/mol: 36.2
Largest force on an atom in eV Å⁻¹: 2.27
M in Da: 910.0